ORCA calculation (ωB97M-V/def2-TZVPD) on a molecular structure, C65H42CdN8S3 at a distorted geometry.

Computed properties:
Charge: -2
Largest force on an atom: 7.72 eV Å⁻¹
Multiplicity: 1
Kohn-Sham gap: 5.5 eV

```
119
Properties=species:S:1:pos:R:3:forces:R:3:lowdin_charge:R:1
Cd -1.384580 -0.179189 0.046754 0.63 -0.38 -0.79 1.419
C -7.462850 2.588841 -3.783982 2.52 -0.50 -3.59 -0.182
C -6.332936 2.037968 -4.400154 4.53 -2.54 1.26 -0.048
C -5.231723 1.317562 -3.641832 -6.72 3.74 0.74 0.005
C -5.490596 1.280232 -2.230943 0.42 -1.02 -0.33 -0.208
C -6.700539 1.762585 -1.590616 0.82 0.04 -4.03 -0.024
C -7.599776 2.442699 -2.475766 -3.25 1.00 6.32 -0.148
C -4.410333 0.646981 -1.453862 1.24 1.00 1.82 -0.157
C -3.685559 -0.500948 -2.018002 -0.06 -0.35 -0.05 -0.304
C -4.140991 -1.388645 -3.015069 0.18 1.84 2.59 -0.073
C -3.050744 -2.153835 -3.333146 -0.41 -2.33 -4.13 -0.084
C -1.936374 -1.736093 -2.655682 -1.02 0.45 2.58 -0.307
C -0.560489 -2.190226 -2.700006 1.75 1.09 -2.61 -0.067
C -0.152236 -2.076557 -4.169279 0.08 -2.66 0.41 -0.151
C -0.340321 -0.938845 -4.910566 1.32 -0.07 0.85 -0.028
C 0.004030 -0.954228 -6.246853 -1.63 -0.29 -0.82 -0.074
C 0.221806 -2.146814 -6.947583 0.58 0.03 1.68 -0.085
C 0.352999 -3.319285 -6.208085 -0.36 0.91 -0.44 -0.084
C 0.170005 -3.277177 -4.850166 -0.13 4.25 -1.33 -0.019
C 0.348597 -2.472975 -1.740191 -3.12 0.46 -1.34 -0.119
N -0.360987 -2.559555 -0.481130 1.26 0.42 -0.82 0.016
C 1.873821 -3.251560 0.490369 3.47 0.56 -1.07 -0.328
C 2.161906 -2.619443 1.816533 -1.03 -0.23 0.49 -0.332
C 3.136350 -2.781593 2.864813 -1.76 0.03 -0.64 -0.315
C 4.299460 -3.526524 2.736622 -0.45 -0.66 -1.83 -0.083
C 5.210030 -3.508483 3.731363 3.67 -1.70 -0.08 -0.147
C 5.079933 -2.771957 4.871744 0.28 0.31 1.30 -0.138
C 3.922373 -2.052749 5.014059 -1.26 1.60 1.26 -0.097
C 2.899879 -2.102095 4.063805 1.25 1.36 1.02 -0.059
C -0.391142 -1.308813 2.882767 0.47 1.39 -4.78 -0.533
C -0.618172 -0.986442 4.169590 0.32 -2.73 1.82 -0.136
C -1.080168 0.295528 4.200653 0.50 -0.43 -0.88 -0.036
C -1.142832 0.746718 2.877666 -0.27 0.83 0.78 -0.298
N -0.664382 -0.172298 2.027884 0.50 -1.81 1.63 -0.056
C -1.825239 2.016490 2.571190 -0.87 -2.29 -2.48 -0.108
C -2.754229 2.032072 1.524586 0.59 1.39 -0.31 -0.237
C -3.497661 3.225240 1.005373 -0.10 -3.36 -0.50 -0.040
C -4.256042 2.804087 -0.017898 -0.94 0.06 0.17 -0.042
C -3.940845 1.370347 -0.327446 -0.42 0.49 0.90 -0.269
N -3.058268 0.983401 0.673335 -0.67 0.12 -0.80 -0.043
C -1.787411 3.015942 3.582753 -0.16 1.55 0.00 -0.234
C -2.989837 3.613195 3.934903 -0.77 1.60 1.84 -0.017
C -2.963814 4.718002 4.868540 -1.84 -2.16 -1.06 -0.107
C -1.854609 5.083964 5.540154 2.13 -0.04 0.63 -0.138
C -0.652256 4.404610 5.254837 0.57 -0.97 -1.60 -0.048
C -0.582511 3.436350 4.182156 -1.65 1.62 2.31 0.003
C 2.634147 -4.192678 -0.406582 3.12 0.15 1.14 -0.005
C 1.741417 -2.962206 -1.936160 -0.12 1.76 0.44 -0.113
N -2.375921 -0.770463 -1.768757 0.75 0.36 -0.05 -0.035
H -8.045375 3.145833 -4.473257 -1.12 0.53 0.11 0.083
H -5.964896 2.071380 -5.434676 -1.30 0.59 0.02 0.086
H -4.389034 0.981886 -4.163759 1.07 -0.54 -0.25 0.082
H -6.923228 1.478153 -0.580160 0.05 0.36 0.27 0.104
H -8.602483 2.998533 -1.938698 2.80 -1.76 -1.51 0.155
H -5.184941 -1.372290 -3.139652 -0.97 -0.64 -1.18 0.090
H -3.127069 -2.819468 -4.249503 0.62 0.45 1.45 0.124
H -0.610506 -0.067235 -4.332759 -0.21 0.43 -0.51 0.113
H -0.295224 -0.073668 -6.761906 0.44 0.76 -0.77 0.088
H 0.324569 -2.242219 -7.995809 0.04 0.49 -0.97 0.080
H 0.487087 -4.235110 -6.737912 0.17 -0.65 -0.11 0.090
H 0.107604 -4.106383 -4.329588 0.08 -4.14 2.59 0.055
H 4.482139 -4.107968 1.804169 -0.11 0.55 0.86 0.106
H 6.196288 -4.069787 3.575979 -1.49 0.64 0.23 0.121
H 5.829136 -2.738690 5.667182 -0.08 -0.06 -0.48 0.101
H 3.791218 -1.301791 5.862971 0.22 -1.37 -0.99 0.135
H 2.147716 -1.321873 4.255610 -0.14 -0.83 -0.71 0.106
H -0.452465 -1.761110 4.947312 -0.16 1.08 -0.22 0.127
H -1.222010 0.781548 5.093015 -0.74 1.45 1.62 0.089
H -3.546015 4.168774 1.388754 0.14 2.25 1.14 0.071
H -5.095208 3.425673 -0.358655 0.68 -0.43 -0.56 0.105
H -3.979283 3.173520 3.637014 1.25 0.63 0.10 0.133
H -3.881279 5.103055 5.278399 -0.55 0.21 -0.45 0.085
H -1.913367 5.835895 6.349209 0.16 -0.53 -0.57 0.105
H 0.246724 4.614025 5.838230 -0.19 0.02 -0.28 0.097
H 0.309216 2.937921 3.883175 0.62 -0.11 0.12 0.088
H 3.683495 -4.639446 -0.145157 -2.42 0.58 -0.23 0.170
H 2.145289 -2.524489 -2.827117 0.17 -0.07 -0.64 0.145
S 4.019995 -0.625942 0.588681 -0.11 0.02 0.59 1.168
C 5.157139 0.181204 -0.439319 -1.17 0.15 2.07 -0.464
C 5.873539 1.318563 -0.192675 0.69 0.82 0.33 -0.090
C 6.775489 1.699056 -1.127792 0.12 -0.95 -1.50 -0.098
C 6.979984 0.960214 -2.306781 -1.24 -0.57 1.07 -0.079
C 6.208081 -0.155982 -2.564986 0.46 1.55 0.16 -0.014
C 5.244313 -0.457811 -1.617507 -0.37 -2.72 -2.43 -0.328
N 4.356956 -1.531664 -1.809466 0.63 0.25 0.80 0.133
C 3.710583 -1.748722 -0.699264 0.01 1.31 -0.93 -0.470
C 2.597826 -2.633372 -0.712863 -1.05 -2.61 0.14 -0.219
C 1.963476 -4.454175 -1.733968 -3.22 -0.48 1.91 -0.168
C 0.673370 -5.320557 -1.738039 1.77 -0.15 -0.95 -0.018
C -0.445122 -5.127442 -1.058114 0.03 1.40 0.48 -0.013
C -0.689365 -3.949735 -0.125208 1.10 -1.38 -0.27 -0.113
C 0.453702 -3.172543 0.470014 -3.59 -0.35 2.13 -0.438
H 5.803643 1.977354 0.642455 -0.50 -0.12 0.84 0.108
H 7.304841 2.585649 -1.007866 0.94 1.44 0.31 0.079
H 7.664081 1.304940 -3.007551 1.27 0.49 -1.17 0.072
H 6.301005 -0.675224 -3.492256 -0.11 -0.47 -0.34 0.102
H 2.651142 -4.825467 -2.401444 1.50 -0.84 -1.66 0.118
H 0.759117 -6.152312 -2.452928 -0.41 0.15 0.44 0.104
H -1.273274 -5.794287 -1.227108 -0.23 -0.10 0.14 0.098
H -1.592615 -4.012883 0.436548 -0.45 -0.02 0.48 0.131
S 0.417328 -2.716253 2.259992 0.77 -0.48 1.40 1.249
C 3.357044 0.622013 10.819041 -0.31 -0.18 0.75 -0.673
N 3.821256 0.879464 9.786237 0.34 0.19 -0.71 -0.324
N -1.725718 2.227627 -2.508063 -3.87 -2.71 -0.42 0.024
C -0.904522 2.643550 -1.486343 -1.69 -0.21 -0.55 -0.781
N -0.132198 1.850177 -0.842459 1.41 -0.93 0.43 0.026
C 0.727569 2.525711 0.048944 -1.60 0.51 -0.50 -0.288
C 1.598305 1.916945 0.943837 -0.39 -0.04 0.38 -0.044
C 2.185047 2.711377 1.947164 -0.56 -0.43 -1.47 -0.090
C 1.833189 4.046097 1.955128 -0.13 1.72 1.08 -0.120
C 0.871560 4.688477 1.121017 1.36 -2.35 -0.09 -0.072
C 0.355365 3.896867 0.098182 1.12 0.29 1.53 -0.490
S -0.878982 4.323139 -1.033185 0.34 -0.15 -0.04 1.074
H -1.537590 1.166278 -2.651237 -0.44 2.26 0.39 0.065
H -3.077582 2.151461 -2.325366 4.94 0.49 0.05 0.244
H 1.611773 0.828167 0.931868 0.41 0.25 0.03 0.067
H 2.860547 2.335579 2.718769 -0.27 -0.09 -0.39 0.115
H 2.295044 4.583748 2.798833 -0.46 0.26 -0.56 0.106
H 0.526184 5.674904 1.259969 -0.03 1.01 0.33 0.087
```
Forces are in eV/Å.